No. 1
A 2-piece molecular cluster, C10H20BFIN4O2 overall in a non-equilibrium geometry, computed with wB97M-V/def2-TZVPD.

```
39
Properties=species:S:1:pos:R:3:nbo_charge:R:1
C 0.4105 -2.0966 2.6238 -0.6852
C -0.1277 -1.5857 1.2937 0.4167
C -1.6040 -1.8856 1.0733 -0.7150
N 0.5952 -0.9470 0.4929 -0.7197
B 0.9538 -1.3905 -0.9849 0.5850
C -0.0405 -0.6834 -2.1004 -0.7134
C 0.2045 0.7920 -2.2704 -0.1513
C -0.2308 1.6223 -1.0784 -0.6671
I -1.0279 1.5251 -3.9659 -0.1140
N 0.7268 -2.9813 -1.0483 -0.7152
C 1.0355 -3.5875 -2.0352 0.8352
O 1.2907 -4.1944 -3.0135 -0.6006
C 2.5485 -1.0327 -1.2199 -0.0195
C 3.1395 0.0603 -0.3557 -0.6240
F 2.8482 -0.7170 -2.5766 -0.4176
H 1.4931 -2.0631 2.5803 0.2192
H 0.0909 -3.1343 2.7440 0.2039
H 0.0299 -1.5249 3.4731 0.1973
H -2.1319 -1.8326 2.0264 0.1960
H -1.7509 -2.8644 0.6167 0.2247
H -2.0098 -1.1111 0.4306 0.2319
H -0.0075 -1.1666 -3.0785 0.2164
H -1.0670 -0.7966 -1.7417 0.2030
H 1.2159 1.0273 -2.5799 0.2132
H -1.2940 1.4404 -0.9223 0.2136
H 0.2975 1.3644 -0.1650 0.2446
H -0.1274 2.6833 -1.3050 0.1945
H 3.1244 -1.9347 -0.9815 0.1466
H 4.1734 0.2262 -0.6768 0.1854
H 3.1774 -0.2638 0.6772 0.2224
H 2.6089 1.0060 -0.4542 0.1914
C -2.5279 2.7945 1.6850 0.7753
O -3.0039 1.7187 1.3847 -0.6463
N -1.8986 3.0086 2.8860 -0.8558
N -2.5767 3.8815 0.8544 -0.8532
H -1.4964 3.8854 3.1533 0.3804
H -1.8349 2.2281 3.5112 0.4076
H -3.0175 3.7546 -0.0375 0.4126
H -2.1893 4.7752 1.0850 0.3811
```

Properties
Net charge ... -1
LUMO level ... 2.510 eV
E_tot ... -1185.0963 Eh
Frontier orbital gap ... 0.228 hartree
2S+1 ... 1

---

No. 2
C10H20BiO6Se4 as an isolated structure in a non-equilibrium geometry, computed with wB97M-V/def2-TZVPD.

```
41
Properties=species:S:1:pos:R:3:nbo_charge:R:1
Bi -0.3339 -0.2954 -0.3213 0.8525
C -2.4372 -0.2594 1.8350 -0.0900
C -2.7368 0.9839 0.9318 -0.1100
O -1.6433 1.7401 0.3341 -0.5529
C -0.8520 2.6039 1.1589 -0.0966
C 0.5485 2.1969 1.6784 -0.0907
O 1.5552 1.5982 0.8712 -0.5518
C 2.2055 2.1623 -0.2483 -0.0860
C 1.6271 1.9203 -1.6616 -0.0964
O 0.9849 0.7155 -2.1127 -0.5917
C 1.7890 -0.6138 -2.2319 -0.2315
C 2.0201 -1.4875 -1.0146 -0.1587
O 0.8125 -2.2108 -0.4123 -0.6374
C 0.6498 -2.3465 1.1242 0.3131
C -0.8961 -2.3196 1.5768 -0.1124
O -1.7842 -1.2878 1.0852 -0.6013
H -3.4066 -0.6566 2.1461 0.2117
H -1.8459 0.0257 2.7137 0.1834
H -3.3152 1.6829 1.5443 0.1835
H -3.3341 0.6482 0.0818 0.2600
H -1.4287 2.8952 2.0460 0.1800
H -0.7291 3.4970 0.5390 0.1867
H 0.4324 1.4698 2.4805 0.2049
H 0.9508 3.1236 2.1158 0.1705
H 3.2144 1.7455 -0.2008 0.1811
H 2.3009 3.2527 -0.1501 0.1709
H 2.4521 2.1515 -2.3487 0.1776
H 0.8413 2.6614 -1.8397 0.1905
H 2.7514 -0.2926 -2.6323 0.2002
H 1.1950 -1.3157 -3.1749 0.2445
H 2.5369 -0.9725 -0.2014 0.2110
H 2.6453 -2.3000 -1.3854 0.2255
H 1.8642 -1.4929 2.3124 0.4385
H 1.0698 -3.3142 1.3820 0.1931
H -0.8337 -2.2770 2.6666 0.1969
H -1.3642 -3.2460 1.2386 0.2410
Se -2.9745 -2.1677 -1.5751 -0.7159
Se -3.1399 -3.5798 -3.4351 -0.1717
Se -2.1465 -2.1056 -5.0573 -0.1929
Se -0.4775 -1.3358 -3.5141 -0.5520
O 1.2322 -1.1974 1.6552 -0.7772
```

Properties
Relative energy (zero: lowest compared OMol25 entry of this formula, charge and spin) ... 235.1 kcal per mole
Net charge ... -1
LUMO level ... 2.176 eV
E_tot ... -10664.4513 Eh
Frontier orbital gap ... 0.130 hartree
2S+1 ... 1

---

No. 3
A 5-piece molecular cluster, C10H20Br10 overall in a non-equilibrium geometry, computed with wB97M-V/def2-TZVPD.

```
40
Properties=species:S:1:pos:R:3:nbo_charge:R:1
Br -1.4926 -0.9543 -7.0586 -0.0238
C -2.4358 -1.6863 -5.4558 -0.4347
C -3.2836 -0.5737 -4.8299 -0.4090
Br -4.3377 -1.2596 -3.2087 -0.0536
H -1.6346 -2.0121 -4.7755 0.2263
H -3.1190 -2.4879 -5.7649 0.2328
H -4.0400 -0.4522 -5.6120 0.2315
H -2.6675 0.2742 -4.4891 0.2334
Br -0.1826 2.2171 -2.1222 -0.0527
C 0.7339 0.4798 -2.4084 -0.3992
C -0.2352 -0.5065 -3.0074 -0.4927
Br 0.7303 -2.1715 -3.0070 0.0088
H 1.0405 0.1900 -1.4640 0.2136
H 1.5780 0.7459 -3.0055 0.2316
H -0.4449 -0.2830 -4.1191 0.2339
H -1.1163 -0.5309 -2.3732 0.2497
Br -2.0628 5.5837 6.5576 0.0064
C -0.7266 4.5211 5.6216 -0.4708
C -0.8646 3.1017 5.9995 -0.3962
Br -0.1421 2.7945 7.8661 -0.0719
H 0.3298 4.7943 5.7463 0.2375
H -0.9497 4.6142 4.5853 0.2299
H -0.2640 2.4215 5.3579 0.2347
H -1.8365 2.6729 6.1114 0.2278
Br 1.0311 2.3479 2.3855 0.0091
C 0.6028 0.6256 1.5710 -0.4781
C -0.8590 0.5053 1.1214 -0.4699
Br -1.2704 -1.1975 0.2729 -0.0039
H 0.7963 -0.1370 2.3416 0.2255
H 1.2857 0.2904 0.7339 0.2391
H -1.1450 1.2506 0.3207 0.2442
H -1.6088 0.6432 1.9256 0.2304
Br 3.7442 -5.4355 0.9585 0.0325
C 3.3612 -3.5833 1.2011 -0.4827
C 3.6770 -2.8934 -0.1043 -0.4741
Br 3.6962 -0.9720 -0.0954 -0.0035
H 4.0225 -3.2109 1.9889 0.2269
H 2.3297 -3.4159 1.6018 0.2368
H 3.0047 -3.2832 -0.8929 0.2339
H 4.7550 -3.0271 -0.4747 0.2407
```

Properties
Relative energy (zero: lowest compared OMol25 entry of this formula, charge and spin) ... 29.3 kcal per mole
SMILES ... BrCCBr.BrCCBr.BrCCBr.BrCCBr.BrCCBr
LUMO level ... 0.124 eV
E_tot ... -26133.1428 Eh
Frontier orbital gap ... 0.374 hartree
2S+1 ... 1